This record from the OMol25 dataset describes C13H23NO4RbS4 as an isolated structure in a non-equilibrium geometry. The level of theory is ωB97M-V with the def2-TZVPD basis set.

The geometry in XYZ format:
```
46
Properties=species:S:1:pos:R:3
Rb 0.746 -0.662 -0.744
C -2.346 2.769 1.704
C -2.807 2.919 0.264
S -2.184 1.622 -0.855
C -3.558 0.433 -0.842
C -3.760 -0.339 0.455
S -2.298 -1.355 0.869
C -2.326 -1.256 2.693
C -0.942 -1.294 3.323
S 0.144 0.103 2.928
C -0.728 1.345 3.988
C -0.346 2.766 3.609
S -0.586 3.199 1.860
H -2.460 1.735 2.029
H -2.914 3.426 2.369
H -2.450 3.861 -0.154
H -3.897 2.908 0.210
H -3.313 -0.243 -1.664
H -4.473 0.972 -1.095
H -4.623 -1.000 0.355
H -3.948 0.346 1.282
H -2.905 -2.105 3.062
H -2.856 -0.341 2.963
H -0.391 -2.166 2.980
H -1.052 -1.346 4.409
H -0.430 1.167 5.024
H -1.809 1.208 3.926
H 0.720 2.930 3.774
H -0.907 3.484 4.211
C 0.585 -3.688 -4.209
C 0.072 -2.840 -3.044
C -1.370 -3.187 -2.717
O 0.889 -3.055 -1.897
C 0.231 -1.327 -3.435
O -0.700 -0.762 -4.019
O 1.336 -0.835 -3.071
H 0.468 -4.751 -3.984
H 1.644 -3.480 -4.369
H 0.038 -3.450 -5.124
H -1.441 -4.225 -2.386
H -1.980 -3.038 -3.605
H -1.748 -2.543 -1.921
H 1.554 -2.347 -2.008
O 2.563 -3.090 3.223
C 2.111 -2.375 2.362
N 1.625 -1.663 1.541
```

Its molar mass is 471.07 g/mol. Its charge is -1. For the orbital gap, the calculation gives 7.0 eV. The calculation puts the energy above the lowest of the compared OMol25 structures with the same formula, charge and spin at 89.7 kJ/mol.

And the Löwdin charges, in e, turn out to be: Rb 1.0261; C -0.5492; C -0.5405; S 0.8422; C -0.5367; C -0.5235; S 0.8389; C -0.5197; C -0.5242; S 0.8574; C -0.5341; C -0.5559; S 0.8351; H 0.0318; H 0.0832; H 0.0612; H 0.0761; H 0.0690; H 0.0740; H 0.0721; H 0.0573; H 0.0731; H 0.0478; H 0.0543; H 0.0817; H 0.0738; H 0.0504; H 0.0675; H 0.0687; C -0.0185; C -0.5678; C -0.0213; O -0.1438; C -0.7455; O 0.0018; O -0.2663; H 0.0808; H 0.0874; H 0.0877; H 0.0875; H 0.0860; H 0.0526; H 0.0082; O -0.0446; C -0.6553; N -0.1871



This record from the OMol25 dataset describes the molecule C10H10O3S in a non-equilibrium geometry. The level of theory is ωB97M-V with the def2-TZVPD basis set.

The geometry in XYZ format:
```
24
Properties=species:S:1:pos:R:3
C 2.252 2.521 1.476
C 2.216 2.380 0.164
C 0.953 2.527 -0.638
O 0.034 1.450 -0.405
C 0.278 0.271 -0.943
C -0.619 -0.819 -0.512
C -1.375 -1.548 -1.416
C -2.211 -2.559 -0.975
C -2.296 -2.836 0.378
C -1.537 -2.121 1.288
C -0.686 -1.113 0.856
O 0.098 -0.409 1.710
O 0.534 0.277 -2.557
S 1.847 -0.188 -1.623
H 3.163 2.389 2.032
H 1.371 2.764 2.046
H 3.108 2.117 -0.386
H 1.170 2.586 -1.710
H 0.393 3.412 -0.328
H -1.294 -1.307 -2.465
H -2.796 -3.122 -1.685
H -2.953 -3.615 0.733
H -1.598 -2.347 2.344
H -0.052 -0.710 2.615
```

As for the SMILES: C=CCO[C@@]1(c2ccccc2O)OS1. Its molar mass is 210.25 g/mol. For the orbital gap, the calculation gives 8.7 eV. The calculation puts the energy above the lowest of the compared OMol25 structures with the same formula, charge and spin at 216.5 kJ/mol.

And the Löwdin charges, in e, turn out to be: C 0.0253; C -0.1857; C -0.1797; O -0.0339; C -0.6385; C -0.1346; C -0.0112; C -0.0813; C -0.0821; C -0.0200; C -0.2602; O 0.0752; O -0.4424; S 0.9649; H 0.0554; H 0.0677; H 0.0778; H 0.1165; H 0.1327; H 0.1187; H 0.1017; H 0.1041; H 0.1130; H 0.1166



This record from the OMol25 dataset describes C25H38BrClGaNO8P as an isolated structure in a non-equilibrium geometry. The level of theory is ωB97M-V with the def2-TZVPD basis set.

The geometry in XYZ format:
```
76
Properties=species:S:1:pos:R:3
C -1.965 -0.246 0.575
C -0.734 -0.368 -0.516
C -1.282 -0.394 -2.096
C -2.365 0.861 -2.295
C -2.251 1.596 -3.756
C -1.470 3.039 -3.752
C -2.396 4.318 -3.271
Ga -2.533 4.564 -1.223
C -4.139 3.347 -0.606
C -5.476 4.233 -0.266
C -6.685 3.635 -1.247
Cl -5.999 3.983 1.514
C -0.830 3.846 -0.293
C 0.350 4.958 -0.044
C 1.807 4.163 0.155
Br 0.638 6.201 -1.621
P -2.862 6.789 -0.509
N -3.703 6.827 0.912
H -2.048 0.905 0.874
H -3.030 -0.508 0.106
H -1.772 -0.826 1.582
H -0.029 -1.275 -0.281
H -0.087 0.628 -0.442
H -1.759 -1.443 -2.314
H -0.392 -0.235 -2.852
H -3.459 0.449 -2.079
H -2.097 1.648 -1.471
H -3.368 1.815 -4.108
H -1.729 0.811 -4.486
H -1.185 3.263 -4.888
H -0.418 2.991 -3.189
H -3.482 4.292 -3.749
H -1.857 5.290 -3.699
H -3.795 2.631 0.282
H -4.394 2.606 -1.507
H -5.394 5.373 -0.513
H -7.706 4.189 -1.061
H -6.321 3.837 -2.348
H -6.790 2.482 -1.058
H -0.358 3.018 -1.010
H -1.180 3.288 0.681
H 0.150 5.527 0.960
H 2.495 4.424 -0.756
H 1.627 3.000 0.202
H 2.290 4.584 1.135
H -1.613 7.483 -0.223
H -3.540 7.522 -1.541
H -3.105 7.319 1.616
C 2.961 -3.132 0.040
C 3.475 -4.328 -0.257
C 4.357 -4.518 -1.441
O 4.830 -5.625 -1.677
C 4.627 -3.351 -2.295
C 4.110 -2.156 -2.000
C 3.250 -1.960 -0.801
O 2.805 -0.846 -0.545
O 4.357 -1.055 -2.800
O 3.205 -5.434 0.527
H 2.320 -2.979 0.899
H 5.255 -3.507 -3.162
H 3.875 -0.312 -2.376
H 3.692 -6.176 0.107
C 2.537 -6.743 5.528
C 2.843 -6.473 4.258
C 4.120 -6.943 3.653
O 4.366 -6.695 2.478
C 5.053 -7.694 4.509
C 4.747 -7.961 5.780
C 3.458 -7.515 6.376
O 3.198 -7.792 7.542
O 5.620 -8.664 6.590
O 1.983 -5.746 3.455
H 1.611 -6.410 5.979
H 5.985 -8.014 4.062
H 5.171 -8.729 7.461
H 2.429 -5.686 2.582
```

Its molar mass is 696.63 g/mol. Its charge is -1. For the orbital gap, the calculation gives 3.3 eV.

And the Löwdin charges, in e, turn out to be: C -0.1427; C -0.2529; C -0.2056; C -0.2239; C -0.2214; C -0.2891; C -0.3073; Ga 0.2270; C -0.3004; C -0.7397; C -0.1850; Cl 0.4214; C -0.3254; C -0.7160; C -0.1869; Br 0.5404; P 0.5416; N -0.4414; H 0.0635; H 0.0850; H 0.0702; H 0.0807; H 0.0969; H 0.1000; H 0.0993; H 0.1127; H 0.0679; H 0.1101; H 0.1045; H 0.0962; H 0.1012; H 0.0546; H 0.0404; H 0.0522; H 0.0445; H 0.0667; H 0.0691; H 0.0774; H 0.0773; H 0.0412; H 0.0697; H 0.0988; H 0.0398; H 0.0720; H 0.0695; H -0.0778; H -0.0823; H -0.0832; C 0.0834; C -0.1948; C -0.3052; O 0.1029; C 0.0742; C -0.2053; C -0.3016; O 0.1092; O 0.0829; O 0.0427; H 0.1382; H 0.1360; H 0.1195; H 0.1140; C 0.0768; C -0.2002; C -0.2901; O 0.1054; C 0.0785; C -0.2100; C -0.3088; O 0.1011; O 0.0755; O 0.0880; H 0.1381; H 0.1365; H 0.1153; H 0.0874



These records have DFT total energy values of -2481.82375, -1010.85977, -6932.20344 Eh, in the order they appear.
These records have HOMO level values of -5.00, -8.21, -4.02 eV, in the order they appear.